ORCA calculation (ωB97M-V/def2-TZVPD) on a gas-phase ion, C4H12N3 (charge +1) at a distorted geometry.

- relative energy (zero: lowest compared OMol25 entry of this formula, charge and spin) (kJ/mol) = 133.96
- E_LUMO (eV) = -3.035
- net charge = +1
- structure (SMILES) = N/C=C(\N)CC[NH3+]
- E_HOMO (eV) = -12.0
- energy (Ha) = -323.62724

Bonds (Å) are listed after each position.
Positions of all 19 atoms, in Å:
1 N -1.184 -0.072 -2.779  C4 1.391, H12 1.010, H14 1.011
2 N 1.161 0.902 1.742  C6 1.488, H10 1.061, H15 1.018, H18 1.022
3 N -0.387 1.258 -0.265  C5 1.461, H8 1.019, H16 1.020
4 C -0.740 -0.731 -1.637  N1 1.391, C5 1.330, H11 1.079
5 C -0.488 -0.188 -0.450  N3 1.461, C4 1.330, C7 1.506
6 C 1.218 -0.525 1.326  N2 1.488, C7 1.547, H13 1.089, H19 1.088
7 C -0.122 -1.031 0.742  C5 1.506, C6 1.547, H9 1.094, H17 1.052
8 H -0.215 1.688 -1.173  N3 1.019
9 H -0.846 -0.939 1.558  C7 1.094
10 H 0.634 1.418 0.980  N2 1.061
11 H -0.710 -1.809 -1.682  C4 1.079
12 H -1.753 -0.659 -3.371  N1 1.010
13 H 1.937 -0.610 0.512  C6 1.089
14 H -1.716 0.757 -2.549  N1 1.011
15 H 0.827 0.958 2.702  N2 1.018
16 H -1.303 1.634 -0.021  N3 1.020
17 H 0.005 -2.031 0.440  C7 1.052
18 H 2.132 1.206 1.836  N2 1.022
19 H 1.551 -1.226 2.089  C6 1.088